Entry 1:
{"formula": "C40H41As2N3O4P2SSeTi", "method": "ωB97M-V/def2-TZVPD", "symbols": ["Ti", "N", "P", "C", "C", "C", "C", "C", "C", "C", "C", "C", "C", "C", "C", "P", "C", "C", "C", "C", "C", "C", "C", "C", "C", "C", "C", "C", "H", "H", "H", "H", "H", "H", "H", "H", "H", "H", "H", "H", "H", "H", "H", "H", "H", "H", "H", "H", "H", "C", "As", "C", "C", "C", "C", "C", "C", "C", "As", "C", "C", "H", "H", "H", "H", "H", "H", "H", "H", "H", "H", "H", "H", "H", "H", "H", "H", "Se", "N", "C", "C", "C", "C", "C", "C", "N", "H", "H", "H", "H", "O", "S", "O", "O", "O"], "coordinates": [[0.167, 1.654, -0.451], [-2.556, -0.118, -0.563], [-1.403, -0.055, -1.835], [-2.284, 0.644, -3.256], [-3.194, 1.688, -3.111], [-3.801, 2.237, -4.230], [-3.489, 1.766, -5.497], [-2.572, 0.736, -5.647], [-1.975, 0.172, -4.532], [-1.234, -1.821, -2.260], [-0.017, -2.325, -2.710], [0.127, -3.675, -2.993], [-0.945, -4.536, -2.812], [-2.160, -4.042, -2.354], [-2.305, -2.692, -2.081], [-1.637, 0.116, 0.920], [-2.998, 0.488, 2.062], [-4.189, -0.230, 1.963], [-5.247, 0.047, 2.816], [-5.123, 1.049, 3.768], [-3.950, 1.784, 3.852], [-2.894, 1.512, 2.998], [-1.129, -1.587, 1.362], [-0.005, -2.109, 0.723], [0.464, -3.378, 1.020], [-0.177, -4.141, 1.985], [-1.286, -3.627, 2.642], [-1.761, -2.361, 2.333], [-3.258, 0.618, -0.633], [-3.408, 2.107, -2.137], [-4.506, 3.048, -4.108], [-3.957, 2.206, -6.368], [-2.324, 0.366, -6.634], [-1.275, -0.645, -4.657], [0.838, -1.670, -2.820], [1.079, -4.055, -3.342], [-0.833, -5.592, -3.019], [-2.995, -4.714, -2.205], [-3.244, -2.307, -1.705], [-4.289, -1.008, 1.215], [-6.167, -0.516, 2.733], [-5.950, 1.269, 4.431], [-3.866, 2.593, 4.566], [-2.009, 2.131, 3.018], [0.506, -1.517, -0.028], [1.332, -3.768, 0.503], [0.190, -5.129, 2.229], [-1.784, -4.213, 3.404], [-2.617, -1.969, 2.868], [0.027, 0.272, 5.371], [0.560, 0.602, 3.516], [1.462, 2.321, 3.813], [2.150, -0.529, 3.408], [2.530, -1.361, 4.459], [3.671, -2.144, 4.379], [4.464, -2.093, 3.243], [4.088, -1.280, 2.186], [2.925, -0.515, 2.245], [2.460, 0.532, 0.653], [3.159, -0.698, -0.704], [3.894, 1.848, 0.685], [0.841, 0.449, 6.073], [-0.344, -0.748, 5.479], [-0.793, 0.955, 5.593], [0.779, 2.972, 4.360], [1.669, 2.796, 2.855], [2.377, 2.189, 4.388], [1.935, -1.399, 5.361], [3.946, -2.784, 5.208], [5.368, -2.685, 3.176], [4.712, -1.253, 1.300], [3.032, -1.723, -0.359], [4.214, -0.504, -0.897], [2.614, -0.557, -1.634], [4.812, 1.378, 1.035], [3.625, 2.672, 1.343], [4.033, 2.235, -0.325], [1.924, 4.156, -1.346], [1.498, 2.374, -1.739], [2.244, 2.057, -2.850], [2.084, 0.903, -3.622], [2.922, 0.666, -4.692], [3.931, 1.584, -5.022], [4.078, 2.752, -4.313], [3.217, 3.029, -3.228], [3.244, 4.186, -2.537], [1.276, 0.225, -3.387], [2.789, -0.226, -5.290], [4.582, 1.382, -5.863], [4.825, 3.488, -4.578], [-2.583, 3.263, 0.910], [-1.411, 3.698, 0.186], [-0.139, 3.095, 0.873], [-1.319, 2.884, -1.115], [-1.257, 5.102, -0.022]], "mulliken_charge": [0.9020, 0.2472, 0.3461, 0.8421, -0.2449, -0.9684, -0.5392, -0.7441, -0.4964, 0.5377, 0.4997, -0.8309, -0.6635, -0.6301, -0.8126, 1.0552, 0.7456, -0.5891, -0.7066, -0.6676, -1.0029, -0.2524, 1.4837, 0.3636, -0.9577, -1.0194, -0.8372, -1.1962, 0.5424, 0.1775, 0.4211, 0.3863, 0.4166, 0.3090, 0.1936, 0.4619, 0.3983, 0.4368, 0.3213, 0.4103, 0.4289, 0.3930, 0.4676, 0.6130, -0.9796, 0.5084, 0.4437, 0.4506, 0.4645, -1.5695, 1.5437, -0.9827, 0.6221, -0.6549, -0.8123, -0.9449, -0.9394, -0.4702, 1.4650, -1.3565, -1.4113, 0.4507, 0.3780, 0.3963, 0.5130, 0.0326, 0.3712, 0.3786, 0.4115, 0.4206, 0.3552, 0.4969, 0.5431, -0.0513, 0.4499, 0.2850, 0.3880, 0.1977, 0.1248, 0.5018, 0.3752, -0.8201, -0.6194, -0.7070, 0.3437, -0.8750, -0.0472, 0.4595, 0.3740, 0.4529, -0.6675, 1.2647, -0.5376, -0.5609, -0.6966], "de_lowest_kcal_mol": 23.9, "multiplicity": 3, "max_force_ha_per_bohr": 0.0128, "homo_lumo_gap_ev": [6.12, 7.83]}

Entry 2:
{"formula": "C10H18OS4", "method": "ωB97M-V/def2-TZVPD", "symbols": ["C", "C", "S", "C", "C", "C", "O", "C", "C", "C", "S", "C", "C", "S", "S", "H", "H", "H", "H", "H", "H", "H", "H", "H", "H", "H", "H", "H", "H", "H", "H", "H", "H"], "coordinates": [[-2.403, 1.034, 0.795], [-2.087, 2.061, -0.223], [-0.355, 2.850, -0.161], [0.356, 1.377, -1.020], [1.834, 1.206, -0.704], [2.106, 1.353, 0.853], [3.217, 0.703, 1.306], [3.018, -0.715, 1.318], [2.334, -1.393, 0.168], [0.942, -1.766, 0.674], [-0.254, -2.416, -0.477], [-1.908, -2.155, 0.288], [-2.840, -1.390, -0.581], [-3.760, -0.107, 0.440], [2.384, -0.426, -1.390], [-1.529, 0.308, 0.926], [-2.525, 1.543, 1.872], [-2.046, 1.613, -1.217], [-2.711, 2.951, -0.219], [-0.047, 0.519, -0.486], [0.169, 1.333, -2.105], [2.456, 1.884, -1.387], [2.274, 2.412, 1.141], [1.218, 1.087, 1.426], [2.541, -1.006, 2.305], [3.992, -1.063, 1.415], [3.001, -2.204, -0.090], [0.424, -0.947, 1.134], [1.027, -2.485, 1.417], [-2.345, -3.141, 0.590], [-1.815, -1.612, 1.233], [-3.740, -2.029, -0.986], [-2.422, -0.874, -1.417]], "nbo_charge": [-0.5843, -0.4944, 0.1367, -0.5399, -0.3627, -0.0841, -0.5062, -0.0742, -0.3868, -0.5438, 0.1862, -0.5644, -0.5182, 0.1905, 0.2190, 0.2105, 0.2448, 0.2145, 0.2323, 0.2086, 0.2321, 0.2297, 0.2126, 0.1644, 0.1671, 0.1976, 0.2478, 0.2094, 0.2175, 0.2385, 0.2299, 0.2398, 0.2295], "de_lowest_kcal_mol": 5.2, "multiplicity": 1, "max_force_ha_per_bohr": 0.0702, "homo_lumo_gap_ev": 9.23}